Record 1
Below is a molecular structure, C17H14CsF6N3O10S2 in a non-equilibrium geometry, with properties calculated with wB97M-V/def2-TZVPD.

Element x y z (Å)
Cs1 0.799054 -0.228023 2.168530
F1 3.795599 -1.915648 7.209877
C1 2.612606 -1.546183 6.727548
F2 2.024775 -0.770205 7.648479
F3 1.875050 -2.638191 6.579277
S1 2.765437 -0.578841 5.169780
O1 1.413716 -0.332794 4.733864
O2 3.587363 0.551523 5.517712
N1 3.521555 -1.696334 4.302095
S2 3.965715 -1.239938 2.856860
O3 4.119692 -2.365159 1.985773
O4 3.203322 -0.098295 2.407102
C2 5.718258 -0.602475 3.088436
F4 6.272439 -1.061671 4.209096
F5 5.749845 0.723578 3.130037
F6 6.495401 -0.991004 2.074310
O5 -5.295033 -0.364622 1.535187
C3 -4.073850 -0.415708 1.421938
C4 -3.166580 0.712816 1.019698
O6 -3.534077 1.857889 0.723891
C5 -1.799010 0.178207 0.967241
C6 -1.809486 -1.227518 1.347026
O7 -0.795056 -1.957442 1.414499
C7 -3.210914 -1.640371 1.605241
O8 -3.614205 -2.767442 1.885744
O9 -0.770717 0.823020 0.616276
C8 -3.258495 -0.246622 -2.440765
C9 -2.386923 0.976963 -2.220572
N2 -1.809872 1.465878 -3.480516
C10 -2.631659 2.361716 -4.276909
C11 -2.265705 3.815634 -4.021574
C12 -0.673323 0.994659 -4.022917
O10 -0.324101 1.249860 -5.173722
C13 0.195344 0.113130 -3.166597
C14 0.415715 -1.209455 -3.516189
C15 1.287109 -1.962376 -2.751374
C16 1.946607 -1.345810 -1.697330
N3 1.764786 -0.072408 -1.363283
C17 0.876389 0.623449 -2.067746
H1 -3.808848 -0.497772 -1.534446
H2 -2.649022 -1.109964 -2.715894
H3 -3.982813 -0.070705 -3.240549
H4 -1.595431 0.791193 -1.503316
H5 -2.965251 1.794193 -1.787336
H6 -3.671676 2.174057 -4.001571
H7 -2.506294 2.112922 -5.332048
H8 -2.388885 4.065008 -2.968216
H9 -2.897406 4.485219 -4.608139
H10 -1.226444 3.989994 -4.298938
H11 -0.094526 -1.635324 -4.371708
H12 1.459498 -3.009706 -2.960321
H13 2.645254 -1.903149 -1.082689
H14 0.695056 1.640237 -1.740842

Cartesian forces (eV/Å) of the 6 atoms listed first:
Cs -0.3 0.6 0.5
F 0.3 0.0 0.0
C -0.1 -0.1 0.2
F 0.0 0.1 0.0
F -0.2 -0.1 -0.2
S 0.2 0.0 -0.2

Output
Total charge   -2
Frontier orbital gap   5.2 eV
Energy above the lowest of the compared OMol25 structures with the same formula, charge and spin   52.53 kcal per mole

=====

Record 2
Below is C17H14F3NO4 in the gas phase, with properties calculated with wB97M-V/def2-TZVPD.

Element x y z (Å)
O1 -4.619576 1.227870 0.666017
C1 -4.034852 1.042965 -0.376975
N1 -3.519912 2.015414 -1.151097
H1 -2.968096 1.749190 -1.960255
C2 -3.362020 3.372614 -0.668511
C3 -1.922010 3.648382 -0.375246
C4 -1.007521 2.942487 0.351599
C5 0.217349 3.642904 0.231055
C6 -0.044824 4.716827 -0.560306
O2 -1.334591 4.724724 -0.936876
H2 0.573907 5.517421 -0.913354
H3 1.155567 3.379996 0.674532
H4 -1.188167 2.044666 0.907164
H5 -3.974059 3.458563 0.235037
H6 -3.718654 4.081868 -1.420138
C7 -3.804864 -0.367473 -0.952839
H7 -4.007970 -0.381808 -2.028505
H8 -4.437958 -1.081350 -0.424997
O3 -2.464083 -0.783002 -0.702756
C8 -1.508372 -0.368122 -1.541704
O4 -1.724811 0.330812 -2.509920
C9 -0.168502 -0.841859 -1.174889
C10 0.085180 -1.539624 -0.060900
C11 1.378977 -2.032607 0.375625
C12 2.571790 -1.729202 -0.287568
C13 3.775769 -2.230984 0.161612
C14 3.806905 -3.050816 1.284142
C15 2.635532 -3.357311 1.963971
C16 1.435181 -2.849157 1.509411
H9 0.523689 -3.089440 2.035723
H10 2.668003 -3.990749 2.836991
C17 5.128134 -3.569022 1.777133
F1 5.962773 -3.887590 0.774885
F2 5.777511 -2.655521 2.526623
F3 5.010865 -4.664457 2.540240
H11 4.693709 -1.995976 -0.355242
H12 2.560164 -1.091914 -1.156599
H13 -0.746297 -1.779377 0.589209
H14 0.596133 -0.559340 -1.882292

Cartesian forces (eV/Å) of the 6 atoms listed first:
O -0.2 0.0 0.5
C 0.0 -0.5 -0.5
N 0.1 0.4 -0.4
H -0.1 -0.1 0.2
C 0.0 0.1 0.0
C 0.1 -0.7 0.5

Output
Total charge   0
Frontier orbital gap   7.9 eV
Energy above the lowest of the compared OMol25 structures with the same formula, charge and spin   0.93 kcal per mole

=====

Record 3
Below is a molecular structure, C17H14F6N4O9S4Tl, with properties calculated with wB97M-V/def2-TZVPD.

Element x y z (Å)
Tl1 1.205191 0.093058 0.737907
C1 1.651380 4.001781 3.190130
C2 1.036753 2.669609 3.525641
C3 -0.310456 2.436188 3.279514
C4 -0.875862 1.198726 3.560926
C5 -0.081068 0.194395 4.082463
C6 1.263230 0.404483 4.351957
C7 1.811147 1.643742 4.071878
S1 -0.800133 -1.433002 4.356520
O1 -0.166132 -1.995889 5.572038
O2 -3.453905 -0.379429 1.726866
N1 -0.252750 -2.096854 2.953175
C8 0.630752 -3.181345 3.051548
C9 2.195116 -2.749712 2.774346
O3 2.978367 -3.614464 3.143168
O4 2.364029 -1.646223 2.225908
H1 1.010635 4.557999 2.507574
H2 2.624609 3.870496 2.713438
H3 1.803441 4.601654 4.091730
H4 -0.918353 3.205443 2.823700
H5 -1.923006 1.021827 3.351357
H6 1.866361 -0.402894 4.745781
H7 2.868587 1.809441 4.248372
H8 0.451284 -3.890886 2.239545
H9 0.647134 -3.678839 4.020360
F1 0.102810 6.054481 -1.567197
C10 -1.193405 5.848887 -1.297130
F2 -1.577033 6.770170 -0.405442
F3 -1.884100 6.048730 -2.422689
S2 -1.413792 4.139791 -0.638125
O5 -1.052170 3.293864 -1.731893
O6 -0.611812 4.123765 0.553565
N2 -2.977231 4.206732 -0.413393
S3 -3.756552 3.552307 0.770781
O7 -5.138736 3.403367 0.426532
O8 -3.076826 2.468154 1.427832
C11 -3.797084 4.880205 2.053613
F4 -4.482427 4.460542 3.125947
F5 -4.400249 5.980388 1.585605
F6 -2.571335 5.222611 2.455672
O9 -1.425841 -0.277960 0.242819
N3 -1.903199 -1.473233 0.487749
C12 -1.339716 -2.588024 -0.011417
C13 -1.850233 -3.824998 0.307075
C14 -2.948862 -3.914580 1.153500
C15 -3.522722 -2.762487 1.653507
C16 -2.982934 -1.535269 1.304522
H10 -0.468480 -2.412527 -0.631333
H11 -1.369433 -4.702968 -0.098527
H12 -3.352663 -4.880716 1.426400
H13 -4.371830 -2.773412 2.321095
H14 -2.890676 0.321492 1.310358
S4 2.130364 -3.212313 -3.462212
C17 1.768995 -2.318139 -2.128843
N4 1.513725 -1.685092 -1.179617

Cartesian forces (eV/Å) of the 6 atoms listed first:
Tl 0.0 -0.1 0.0
C 0.0 0.0 0.0
C 0.0 0.0 0.0
C 0.0 0.0 0.0
C 0.0 0.0 0.0
C 0.0 0.0 0.0

Output
Multiplicity   2
Total charge   -2
Frontier orbital gap (spin up / spin down)   7.4 / 6.6 eV
Energy above the lowest of the compared OMol25 structures with the same formula, charge and spin   0.00 kcal per mole

=====

Record 4
Below is a molecular structure, C17H14FeN5S4Se, with properties calculated with wB97M-V/def2-TZVPD.

Element x y z (Å)
Fe1 0.617090 -0.099683 0.062020
N1 -0.481953 -3.527547 -0.146283
C1 -1.492704 -2.643019 -0.127542
N2 -1.330694 -1.347155 -0.085897
C2 -2.537024 -0.683636 -0.066649
C3 -3.633963 -1.468489 -0.079915
S1 -3.165052 -3.131016 -0.134627
C4 -2.468016 0.770533 -0.043908
C5 -3.507882 1.622135 -0.044334
S2 -2.943103 3.248827 -0.039072
C6 -1.299503 2.668844 -0.036260
N3 -1.199779 1.350240 -0.024205
N4 -0.302687 3.560866 -0.075353
H1 0.450481 -3.157437 -0.279608
H2 -0.650791 -4.499785 -0.318002
H3 -4.675541 -1.188216 -0.072188
H4 -4.563012 1.398822 -0.060116
H5 -0.505380 4.541615 -0.026169
H6 0.668786 3.271453 -0.101353
S3 1.467064 -1.507895 1.705667
C7 2.778742 -2.199059 0.806210
C8 3.793832 -2.871760 1.514164
C9 4.850621 -3.451308 0.858063
C10 4.939335 -3.370615 -0.537967
C11 3.964758 -2.719653 -1.253981
C12 2.861177 -2.129703 -0.608157
S4 1.635886 -1.378464 -1.587969
H7 3.722248 -2.912833 2.594685
H8 5.623124 -3.957179 1.423969
H9 5.782658 -3.813764 -1.054266
H10 4.027480 -2.641268 -2.332598
Se1 2.318747 1.700431 0.223008
C13 4.121778 1.125216 0.012310
C14 4.746440 1.185009 -1.226499
C15 6.075647 0.799861 -1.316817
N5 6.797338 0.373074 -0.280528
C16 6.183976 0.322723 0.902224
C17 4.857945 0.679484 1.101491
H11 4.208807 1.531693 -2.098966
H12 6.587795 0.827381 -2.274304
H13 6.788160 -0.022594 1.736359
H14 4.405470 0.610174 2.082063

Cartesian forces (eV/Å) of the 6 atoms listed first:
Fe -0.5 -0.4 -0.1
N -0.2 0.1 0.1
C 0.0 -0.3 0.0
N 0.4 0.4 0.0
C 0.0 -0.1 0.0
C -0.2 0.0 0.0

Output
Multiplicity   6
Total charge   0
Frontier orbital gap (spin up / spin down)   7.4 / 5.7 eV
Energy above the lowest of the compared OMol25 structures with the same formula, charge and spin   0.00 kcal per mole

=====

Record 5
Below is a molecular structure, C17H14N2O2S3 in a non-equilibrium geometry, with properties calculated with wB97M-V/def2-TZVPD.

Element x y z (Å)
C1 2.324308 3.810419 -1.361474
C2 1.509487 2.854635 -0.342731
C3 2.030564 1.554346 -0.082590
C4 1.420327 0.881466 0.846794
C5 0.105534 1.415909 1.498026
C6 -0.218925 2.610129 1.105954
C7 0.545657 3.456146 0.232284
H1 -0.180576 4.322268 -0.149239
H2 -1.285684 2.866778 1.436721
N1 -0.385341 0.384553 2.307934
C8 -1.643260 0.247304 2.388334
O1 -2.504493 1.309506 2.395867
C9 -2.273066 -0.930599 3.141605
N2 -1.537121 -2.173924 2.146475
C10 -1.203393 -3.217788 2.672473
S1 -0.960654 -3.643607 4.277371
S2 -0.365667 -4.163300 1.559708
C11 -0.615652 -2.927901 0.249395
C12 -0.281067 -3.167357 -1.075454
C13 -0.067288 -2.089294 -2.092304
C14 0.401233 -2.176384 -3.319885
C15 0.610040 -1.119221 -4.209224
C16 -0.220256 -0.166863 -3.602946
S3 -0.715501 -0.485391 -2.022541
H3 -0.689919 0.821078 -4.130603
H4 0.845025 -1.131477 -5.038959
H5 0.969277 -3.029104 -3.383114
H6 0.305574 -4.070330 -1.406120
C17 -1.326915 -1.835321 0.823749
O2 -1.866022 -0.935131 0.329990
H7 -1.907798 -1.318978 3.968109
H8 -3.354837 -1.013000 2.915309
H9 0.183426 -0.518343 2.397533
H10 1.873617 0.036179 1.112167
H11 3.037563 1.470481 -0.532271
H12 1.577107 4.321468 -2.056154
H13 2.657751 3.299756 -2.165960
H14 3.206945 4.450893 -0.834229

Cartesian forces (eV/Å) of the 6 atoms listed first:
C -1.4 1.4 2.4
C 6.1 1.9 -5.0
C 1.5 3.7 -1.5
C -4.1 2.2 1.7
C 7.3 -4.5 -1.9
C -4.8 2.9 1.2

Output
Total charge   0
Frontier orbital gap   6.9 eV
Energy above the lowest of the compared OMol25 structures with the same formula, charge and spin   240.70 kcal per mole

=====

Record 6
Below is a molecular structure, C17H14N2O5RuS2, with properties calculated with wB97M-V/def2-TZVPD.

Element x y z (Å)
Ru1 -1.289920 0.617026 -1.166873
O1 -3.274453 1.648623 -4.362126
S1 -2.367922 0.784108 -3.654843
O2 -3.020446 0.102670 -2.464054
O3 -1.282822 1.634492 -2.902042
O4 -1.688596 -0.195555 -4.496152
N1 -0.405918 -1.048955 -2.154950
C1 0.333295 -1.855404 -1.232758
C2 0.051865 -3.208457 -1.137881
C3 0.685084 -3.999680 -0.189667
C4 1.611375 -3.423956 0.663438
C5 1.894605 -2.068567 0.558811
C6 1.269025 -1.253869 -0.382177
C7 1.590598 0.196563 -0.468269
C8 2.922730 0.585720 -0.282535
C9 3.297725 1.913141 -0.367612
C10 2.337326 2.874936 -0.658204
C11 1.018243 2.495675 -0.845756
C12 0.600742 1.161596 -0.742761
H1 -1.189729 -1.540879 -2.578705
H2 0.134232 -0.695799 -2.944093
H3 -0.683625 -3.638348 -1.807778
H4 0.448236 -5.053715 -0.119183
H5 2.107938 -4.022191 1.417560
H6 2.598131 -1.617280 1.247690
H7 3.681945 -0.167894 -0.103215
H8 4.335867 2.192111 -0.230218
H9 2.621430 3.917260 -0.749435
H10 0.275644 3.242890 -1.095528
O5 -1.474214 -0.464122 0.519580
N2 -1.485106 0.242284 1.660392
C13 -1.169506 -0.439989 2.782645
C14 -1.218835 0.158650 4.006237
C15 -1.611825 1.506334 4.071411
C16 -1.916735 2.178792 2.922618
C17 -1.842835 1.553088 1.656012
S2 -2.181054 2.326479 0.183290
H11 -0.883409 -1.464921 2.597949
H12 -0.953157 -0.404556 4.888106
H13 -1.663946 2.013370 5.026123
H14 -2.211985 3.218327 2.934955

Cartesian forces (eV/Å) of the 6 atoms listed first:
Ru 0.0 -0.1 0.4
O 0.0 0.1 0.0
S 0.0 0.4 0.3
O 0.1 0.0 -0.1
O -0.3 -0.2 -0.6
O 0.1 -0.1 0.0

Output
Multiplicity   2
Total charge   -1
Frontier orbital gap (spin up / spin down)   7.2 / 7.2 eV
Energy above the lowest of the compared OMol25 structures with the same formula, charge and spin   0.00 kcal per mole